Record 1
Entry from the OMol25 dataset: 2 unconnected molecules or ions with the total composition C27H22Cl2O4S (wB97M-V/def2-TZVPD).

ORCA input file:
```
! RIJCOSX wB97M-V def2-TZVPD def2/J DEFGRID3
* xyz 0 1
Cl -10.4780 0.1099 -0.6576
C -8.7699 0.0806 -0.8559
C -8.0888 -1.1503 -0.8617
C -6.7037 -1.1689 -1.0785
C -5.9861 0.0246 -1.2593
S -4.2887 -0.0623 -1.9093
C -2.9167 -0.2608 -0.7622
Cl -2.4461 -1.8601 -0.3859
O -4.3010 -1.2645 -2.7138
O -4.1009 1.2219 -2.5630
C -6.6789 1.2482 -1.2419
C -8.0646 1.2859 -1.0231
H -8.6422 -2.0783 -0.6836
H -6.1901 -2.1279 -1.0996
H -2.9110 0.4272 0.0893
H -6.1485 2.1867 -1.3938
H -8.6007 2.2404 -0.9675
C 4.4154 -3.2618 -4.5038
O 3.0669 -2.8479 -4.8910
C 2.4091 -2.0751 -3.9842
C 0.9967 -1.8985 -4.0942
C 0.2837 -1.3693 -3.0292
C 0.9215 -0.8659 -1.8554
C 0.2458 -0.1251 -0.8277
C 0.7343 -0.0438 0.5082
C 0.3096 1.0404 1.3263
C 0.9707 1.3582 2.5000
C 1.9187 0.4739 3.0265
O 2.4589 0.7236 4.2880
C 3.5456 1.5735 4.5068
C 3.3119 2.7593 5.2132
C 4.3116 3.7316 5.2137
C 5.5379 3.4729 4.5835
C 5.8031 2.2074 4.0404
C 4.8187 1.2184 4.0571
C 2.2129 -0.7217 2.3556
C 1.6562 -0.9719 1.1071
C 2.3336 -1.0284 -1.8036
C 3.0739 -1.5128 -2.8629
H 4.7336 -3.8886 -5.3393
H 5.0732 -2.3821 -4.3981
H 4.3789 -3.8376 -3.5618
H 0.4983 -2.2711 -4.9914
H -0.8029 -1.3227 -3.0944
H -0.5054 0.6138 -1.1248
H -0.5268 1.6616 0.9845
H 0.7230 2.2554 3.0613
H 2.3401 2.9262 5.6789
H 4.1341 4.6938 5.7086
H 6.2992 4.2549 4.5394
H 6.7790 1.9799 3.6023
H 4.9950 0.2092 3.6848
H 2.8778 -1.4361 2.8434
H 1.9533 -1.8736 0.5738
H 2.8689 -0.6973 -0.9243
H 4.1600 -1.5749 -2.7497
*
```

Values from the calculation:
- Gap between HOMO and LUMO: 3.81 eV
- E_HOMO: -6.345 eV

Record 2
Entry from the OMol25 dataset: H2NO4P in the gas phase (wB97M-V/def2-TZVPD).

ORCA input file:
```
! RIJCOSX wB97M-V def2-TZVPD def2/J DEFGRID3
* xyz 0 1
O -3.3248 0.0545 0.6013
N -2.3413 0.2996 -0.0490
P -0.7349 -0.3366 -0.0122
O -0.4162 -1.7247 -0.2705
O -0.3886 0.8414 -1.0281
O 0.1399 0.2888 1.1785
H 0.4596 0.4341 -1.4124
H 0.6851 -0.4086 1.5022
*
```

Values from the calculation:
- ΔE to the lowest compared entry with this formula, charge and spin: 85.2 kJ/mol
- Gap between HOMO and LUMO (alpha / beta): 8.50 / 8.47 eV
- E_HOMO (alpha / beta): -9.812 / -9.764 eV
- SMILES: O=NP(=O)(O)O

Record 3
Entry from the OMol25 dataset: a molecular structure, FFeH12O6 (wB97M-V/def2-TZVPD).

ORCA input file:
```
! RIJCOSX wB97M-V def2-TZVPD def2/J DEFGRID3
* xyz 1 5
Fe -0.2362 -0.3191 0.3447
F 0.7606 -2.2051 -1.6375
O 1.3809 0.5028 -4.1657
H 2.1606 0.3984 -4.7111
H 1.3963 -0.2525 -3.5779
O 2.3158 1.4480 0.1097
H 2.2148 2.3835 -0.0664
H 3.1089 1.1988 -0.3649
O 1.1112 -2.1119 2.4215
H 0.9988 -2.9769 2.8158
H 2.0474 -1.9304 2.5039
O -1.5795 1.3724 -1.6628
H -2.5366 1.3713 -1.6531
H -1.3490 1.4726 -2.5864
O -0.8487 1.7444 2.4624
H -1.0235 2.6851 2.4349
H -0.6247 1.5685 3.3763
O -2.8442 -1.8479 1.1946
H -2.7400 -2.7994 1.1923
H -3.7128 -1.7025 1.5697
*
```

Values from the calculation:
- ΔE to the lowest compared entry with this formula, charge and spin: 607.4 kJ/mol
- Gap between HOMO and LUMO (alpha / beta): 8.04 / 6.19 eV
- <S²>: 6.0562
- E_HOMO (alpha / beta): -13.721 / -12.930 eV

Record 4
Entry from the OMol25 dataset: a molecular structure, C16H23I2LaLuNO3S3 (wB97M-V/def2-TZVPD).

ORCA input file:
```
! RIJCOSX wB97M-V def2-TZVPD def2/J DEFGRID3
* xyz 4 1
I -1.0002 3.6588 -0.4196
I -4.7297 1.4650 -0.5697
Lu -3.2437 -0.8620 -0.2308
La 0.4742 1.1424 -0.0888
S -1.6365 0.2587 1.4316
S -1.4117 -0.0921 -1.7549
C 1.8256 0.2740 1.9624
C -1.7661 0.1437 3.3091
C -0.9676 -0.4965 -3.4987
C -3.2333 0.1028 3.6956
C -1.0512 -1.1638 3.5893
C -1.0598 1.3471 3.9075
C -2.2658 -0.6544 -4.2588
C -0.2521 -1.8166 -3.3118
C -0.0932 0.5978 -4.0823
C -3.5299 -2.6022 1.3810
C -3.1510 -2.8593 -1.5003
O 2.4578 0.0386 2.9077
O -3.7023 -3.4471 2.1587
O -3.1294 -3.8202 -2.1342
H -3.7518 -0.7415 3.2199
H -3.7638 1.0014 3.3569
H -3.3098 0.0218 4.7954
H -1.5593 -1.9884 3.0805
H -1.0394 -1.3524 4.6676
H -0.0232 -1.1378 3.2145
H -0.0076 1.4210 3.5995
H -1.1072 1.2737 5.0057
H -1.5277 2.2894 3.5974
H -2.0117 -0.9476 -5.2922
H -2.8429 0.2765 -4.2500
H -2.9054 -1.4105 -3.7829
H 0.0716 -2.2058 -4.2812
H -0.9105 -2.5259 -2.8010
H 0.6254 -1.6902 -2.6735
H 0.1907 0.3318 -5.1139
H 0.8340 0.7587 -3.5139
H -0.5960 1.5718 -4.0794
S 2.4041 -0.2162 -1.7348
C 3.6737 0.4902 -0.8198
N 3.9249 1.8400 -0.9962
C 4.8660 2.5279 -0.2896
C 5.5980 1.8638 0.6716
C 5.3641 0.4890 0.8849
C 4.4338 -0.1946 0.1204
H 3.4082 2.3126 -1.7539
H 4.9676 3.5886 -0.5277
H 6.3672 2.4041 1.2410
H 5.9208 -0.0362 1.6562
H 4.1720 -1.2298 0.3055
*
```

Values from the calculation:
- Gap between HOMO and LUMO (alpha / beta): 4.05 / 3.96 eV
- E_HOMO (alpha / beta): -19.867 / -19.800 eV

Record 5
Entry from the OMol25 dataset: a molecular structure, C33H35BCl2F3N10O4SSn (wB97M-V/def2-TZVPD).

ORCA input file:
```
! RIJCOSX wB97M-V def2-TZVPD def2/J DEFGRID3
* xyz -2 2
Sn 0.1371 0.0827 0.9054
C -3.1117 -2.6074 2.5416
C -3.1655 -2.3662 1.0683
C -4.2838 -2.3962 0.2142
C -3.7753 -2.0999 -1.0252
N -2.4383 -1.9366 -0.9131
N -2.0699 -2.0763 0.3821
B -1.5384 -1.3473 -2.0255
N -0.0875 -1.9126 -2.0231
C 0.7329 -1.8663 -3.0986
C 1.8701 -2.5743 -2.7961
C 1.6512 -3.0431 -1.4829
C 2.5240 -3.9273 -0.6517
N 0.4746 -2.6403 -1.0312
N -1.5697 0.2113 -1.9063
C -1.6987 1.1441 -2.8668
C -1.9050 2.3653 -2.2728
C -1.8694 2.1161 -0.8976
C -2.0929 3.0962 0.2036
N -1.6576 0.8171 -0.6766
N -2.1588 -1.8278 -3.3709
C -2.5540 -3.0988 -3.5941
C -2.8042 -3.2401 -4.9386
C -2.5080 -1.9745 -5.4814
C -2.5572 -1.5396 -6.9119
N -2.1142 -1.1393 -4.5333
H -3.6568 -3.5155 2.8056
H -3.5489 -1.7720 3.0872
H -2.0772 -2.7073 2.8645
H -5.3109 -2.5971 0.4708
H -4.2717 -1.9948 -1.9751
H 0.4493 -1.3364 -3.9944
H 2.7407 -2.7177 -3.4150
H 3.5521 -3.5633 -0.6312
H 2.5349 -4.9444 -1.0522
H 2.1459 -3.9584 0.3688
H -1.6616 0.8601 -3.9025
H -2.0199 3.3209 -2.7550
H -1.8889 4.1044 -0.1543
H -1.4351 2.8986 1.0399
H -3.1264 3.0392 0.5529
H -2.6211 -3.8086 -2.7861
H -3.1523 -4.1178 -5.4579
H -3.3714 -2.0348 -7.4423
H -1.6253 -1.7841 -7.4270
H -2.7007 -0.4614 -6.9719
F -0.7936 0.1942 3.8534
C -1.0058 1.0102 2.7621
F -0.5658 2.2313 3.1679
F -2.3767 1.1335 2.7051
C 5.6842 8.3719 2.0357
C 5.4855 6.9129 2.3281
C 6.4928 5.9491 2.0585
C 6.3037 4.6113 2.2854
C 5.0586 4.1497 2.8317
C 4.0257 5.1135 3.0982
C 4.2512 6.4389 2.8525
S 4.6996 2.4931 2.9084
O 5.8680 1.7351 2.4999
O 4.0343 2.1248 4.1385
N 3.5382 2.1234 1.7522
C 3.8853 2.5167 0.3950
C 2.9181 1.9716 -0.6544
C 1.5389 2.6354 -0.4948
O 1.3184 3.6211 -1.1852
O 0.7157 2.1521 0.3756
H 6.6696 8.5454 1.5951
H 5.6129 8.9999 2.9366
H 4.9373 8.7572 1.3269
H 7.4475 6.2868 1.6608
H 7.0734 3.8851 2.0608
H 3.0741 4.7777 3.4951
H 3.4616 7.1564 3.0628
H 2.6220 2.4549 2.0374
H 4.8871 2.1318 0.1954
H 3.9255 3.6070 0.2843
H 2.3100 0.2131 -1.4821
H 3.2925 2.3244 -1.6171
Cl 4.2856 0.4263 -3.2921
C 4.8925 -0.1912 -1.7739
C 6.1759 -0.7076 -1.7686
C 6.6892 -1.2093 -0.5840
C 5.8904 -1.2536 0.5433
C 4.5895 -0.7740 0.5040
Cl 3.6110 -1.0559 1.8947
C 4.0686 -0.1621 -0.6406
N 2.8043 0.4879 -0.6356
H 6.7611 -0.7130 -2.6777
H 7.7068 -1.5762 -0.5486
H 6.2571 -1.6789 1.4666
*
```

Values from the calculation:
- ΔE to the lowest compared entry with this formula, charge and spin: 0.0 kJ/mol
- Gap between HOMO and LUMO (alpha / beta): 2.88 / 6.69 eV
- <S²>: 0.7655
- E_HOMO (alpha / beta): 1.029 / -2.778 eV

Record 6
Entry from the OMol25 dataset: 3 unconnected molecules or ions with the total composition C4H13N3O (wB97M-V/def2-TZVPD).

ORCA input file:
```
! RIJCOSX wB97M-V def2-TZVPD def2/J DEFGRID3
* xyz 0 1
C -1.7041 1.0305 1.2063
C 0.3045 1.5868 1.3874
C -2.0167 -0.2618 0.6937
H -1.8253 1.1908 2.2706
H -1.9807 1.8889 0.6065
H -2.1234 -1.0555 1.4294
H 1.1071 1.8390 0.6833
H -0.0305 2.5757 1.6964
H 0.6658 1.0746 2.2810
H -2.7481 -0.2899 -0.1096
H -0.9154 -0.6321 0.1003
C 0.6970 -0.3649 -1.5659
N 2.1836 -2.1983 -1.4033
N 0.4796 -0.6396 -0.2361
O 1.5684 -1.2034 -2.2382
N 0.1896 0.5591 -2.2650
H 1.9345 -3.0812 -1.8439
H 3.1808 -2.0613 -1.5529
H 0.4246 0.2998 0.4506
H 1.0426 -1.4005 0.1269
H -0.4340 1.1433 -1.7176
*
```

Values from the calculation:
- ΔE to the lowest compared entry with this formula, charge and spin: 635.9 kJ/mol
- Gap between HOMO and LUMO: 9.00 eV
- E_HOMO: -8.166 eV

Max |F| (Eh/bohr)
0.039, 0.073, 0.046, 0.140, 0.014, 0.056